3 unconnected molecules or ions with the total composition C11H30BrFN3O6PS in a non-equilibrium geometry. Source: the Open Molecules 2025 dataset; level of theory: ωB97M-V/def2-TZVPD.

```
54
Properties=species:S:1:pos:R:3:forces:R:3:mulliken_charge:R:1
C -6.3525 -1.5049 -3.6950 0.7178 0.1795 0.3423 -1.05
C -5.1351 -1.0380 -2.7925 -1.6409 -0.4042 -0.7824 0.02
O -4.3826 -2.2283 -2.4918 1.2406 0.9050 -0.1386 -0.44
C -2.9842 -1.9456 -2.5723 -1.6236 -0.9072 -0.2935 -0.72
N -2.6657 -1.0364 -1.4419 2.4204 1.8052 -0.6611 0.27
P -2.1120 -1.9074 0.0046 -1.6403 -0.3878 1.8005 0.02
O -2.6315 -0.9009 1.2613 1.6208 -0.9743 -1.8398 -0.45
Br 0.1445 -2.0105 0.0662 -0.6919 0.6480 -0.0841 0.07
S -1.6437 0.2408 -1.8897 3.5942 1.6381 -0.1308 0.99
O -1.0587 0.9143 -0.7071 -2.3883 -1.6809 -2.3714 -0.34
O -0.6543 -0.1325 -2.9257 -3.0864 0.5885 1.9183 -0.57
F -2.6475 1.3524 -2.5801 0.9170 -1.7573 0.8817 -0.29
H -6.2062 -1.1240 -4.7257 -0.4120 -0.1129 0.5953 0.28
H -6.3546 -2.6144 -3.7622 -0.0238 0.7431 0.2163 0.28
H -7.3039 -1.1616 -3.2396 0.4983 -0.1745 -0.5968 0.28
H -5.5482 -0.5442 -1.8885 0.5804 -0.4628 -0.2335 0.26
H -4.5299 -0.2795 -3.3342 -0.1863 -0.5611 0.3182 0.19
H -2.8062 -1.5020 -3.5723 0.4424 0.1144 0.7927 0.49
H -2.4483 -2.9142 -2.4986 -0.2670 0.6335 0.1141 0.38
H -1.9453 -0.2483 1.4811 -0.2336 0.2891 0.0753 0.32
C 4.9347 -5.1564 0.9466 -0.2765 -0.1252 0.1706 -0.63
O 4.6611 -4.1391 1.8943 0.3013 0.0780 -0.1448 -0.38
C 5.2959 -2.8976 1.6303 -0.0976 0.2157 0.2207 -0.67
C 4.5560 -2.0094 0.6137 -0.0567 -0.3365 -0.1753 0.19
C 4.7420 -2.4540 -0.8337 0.0884 0.1157 -0.1849 -1.40
N 3.1205 -1.9306 0.9051 0.1764 -0.0656 0.2476 -0.50
H 5.9543 -5.0908 0.5570 -0.0161 0.0762 -0.0449 0.30
H 4.2137 -5.1218 0.1271 0.1397 -0.0355 -0.1437 0.22
H 4.8180 -6.1190 1.4470 0.0178 0.0759 0.0539 0.26
H 5.3127 -2.3698 2.5882 -0.0718 -0.0658 0.0165 0.34
H 6.3427 -3.0522 1.3415 -0.0176 -0.0570 -0.1342 0.41
H 4.9758 -1.0021 0.6975 -0.0044 -0.0293 0.1158 0.34
H 4.1499 -3.3368 -1.0783 0.0082 0.0054 0.0885 0.27
H 4.4280 -1.6616 -1.5155 -0.0396 -0.0270 0.0714 0.34
H 5.7908 -2.6769 -1.0441 -0.0291 -0.0209 0.0137 0.36
H 2.9955 -1.5451 1.8382 -0.0613 0.1123 -0.0782 0.20
H 2.7792 -2.8863 0.9926 0.0445 0.0142 -0.0449 0.34
C 0.3729 5.9968 2.5666 -0.1299 0.0522 0.3216 -0.64
O -1.0133 5.7428 2.4236 0.1288 0.0249 -0.3106 -0.40
C -1.3702 5.0625 1.2290 -0.3171 -0.0938 0.0173 -0.84
C -1.1996 3.5339 1.2914 0.3005 0.1365 0.1946 0.69
C 0.2482 3.0759 1.1612 0.1433 -0.1459 -0.0803 -1.48
N -1.7658 2.9729 2.5246 -0.1844 0.1122 -0.0902 -0.68
H 0.8527 6.2064 1.6067 -0.0068 -0.0871 -0.0288 0.30
H 0.8678 5.1586 3.0616 0.1664 0.0029 -0.1269 0.23
H 0.4876 6.8723 3.2080 -0.0810 -0.0084 -0.0463 0.26
H -2.4326 5.2761 1.0790 0.0085 0.0263 0.1000 0.38
H -0.8421 5.4905 0.3682 0.1356 -0.0504 0.0285 0.40
H -1.7472 3.1118 0.4436 -0.0411 0.0715 0.0304 0.17
H 0.8235 3.2396 2.0740 -0.0881 0.0919 0.0144 0.32
H 0.2859 2.0071 0.9495 -0.0222 0.0728 0.0221 0.38
H 0.7532 3.5939 0.3423 -0.0122 -0.0141 0.0195 0.34
H -2.7564 3.2001 2.5630 -0.0071 -0.1298 -0.0298 0.28
H -1.3697 3.4934 3.3043 0.0633 -0.1136 -0.0062 0.29
```
Forces are in eV/Å.

Its total charge is 0. The HOMO energy comes out at -9.174 eV. The calculation puts the orbital gap at 9.59 eV. As for the SMILES: CCOCN(P(O)Br)S(=O)(=O)F.COC[C@@H](C)N.COC[C@@H](C)N. As for the strongest force on any atom: 0.0769 hartree/bohr.